This record from the Open Molecules 2025 dataset describes a cluster of 5 separate species, C28H58Br3NO23P4S2 in total. The level of theory is the ωB97M-V functional and the def2-TZVPD basis.

Structure (XYZ):
```
119
Properties=species:S:1:pos:R:3
C -2.227 -1.884 2.809
C -1.487 -0.654 2.334
Br -1.564 0.933 3.408
C -0.766 -0.688 1.220
Br -0.728 -2.349 0.246
C 0.080 0.445 0.633
O -0.172 1.762 1.014
C -0.005 2.712 -0.010
S -1.213 4.045 0.327
C -2.706 3.684 -0.631
C -3.830 3.045 0.203
O -3.683 2.617 1.305
O -5.025 3.071 -0.445
C -5.817 1.915 -0.180
C -5.254 0.617 -0.747
C -6.194 -0.517 -0.281
O -5.306 0.697 -2.198
C -4.216 0.124 -2.756
O -3.524 0.781 -3.484
C -3.815 -1.335 -2.484
S -2.511 -1.796 -3.678
C -0.076 1.992 -1.369
C 1.176 2.245 -2.241
C 0.759 2.131 -3.705
O 0.893 1.152 -4.360
Br -0.037 3.737 -4.522
C -0.354 0.493 -0.907
N -1.804 0.403 -0.971
O 0.387 -0.260 -1.815
H -1.505 -2.682 3.011
H -2.733 -1.673 3.751
H -2.911 -2.281 2.057
H 1.123 0.105 0.543
H 0.945 3.259 -0.054
H -2.526 3.107 -1.541
H -3.106 4.650 -0.956
H -5.997 1.770 0.889
H -6.800 2.076 -0.630
H -4.224 0.487 -0.405
H -6.427 -1.186 -1.109
H -7.128 -0.114 0.117
H -5.730 -1.102 0.520
H -4.675 -1.990 -2.651
H -3.489 -1.485 -1.451
H -1.841 -2.777 -3.034
H -0.906 2.250 -2.026
H 1.477 3.290 -2.087
H 2.036 1.623 -2.001
H -2.224 1.089 -0.359
H -2.141 0.470 -1.924
H -0.179 -0.884 -2.284
C 1.420 -4.939 0.726
O 1.576 -6.134 -0.039
P 2.710 -7.217 0.517
O 2.418 -7.219 1.982
O 3.966 -6.259 0.126
C 4.042 -5.733 -1.206
O 3.703 -8.561 0.430
C 3.047 -9.840 0.478
H 0.976 -4.188 0.071
H 0.748 -5.119 1.564
H 2.377 -4.567 1.091
H 3.804 -4.670 -1.186
H 3.358 -6.237 -1.888
H 5.061 -5.860 -1.568
H 2.345 -9.943 -0.349
H 2.523 -9.964 1.427
H 3.809 -10.610 0.388
C 5.290 2.325 -3.151
O 6.268 2.244 -2.109
P 6.161 3.468 -0.984
O 4.680 3.472 -0.806
O 6.677 4.580 -2.060
C 7.914 4.351 -2.746
O 6.604 4.495 0.255
C 6.589 3.936 1.585
H 5.665 1.754 -4.000
H 4.358 1.883 -2.808
H 5.120 3.354 -3.467
H 7.707 4.085 -3.783
H 8.499 3.553 -2.287
H 8.494 5.272 -2.726
H 7.270 3.089 1.646
H 5.580 3.621 1.856
H 6.922 4.703 2.280
C 7.580 6.806 7.057
O 8.058 5.581 7.605
P 7.978 4.241 6.607
O 8.480 4.888 5.349
O 6.353 4.189 6.661
C 5.707 4.123 7.940
O 8.036 2.659 6.046
C 9.333 2.041 6.017
H 7.327 7.455 7.896
H 8.361 7.277 6.465
H 6.691 6.653 6.446
H 5.246 5.086 8.159
H 6.403 3.873 8.742
H 4.931 3.362 7.895
H 9.767 2.011 7.017
H 9.998 2.582 5.342
H 9.211 1.022 5.658
C -10.304 -5.594 -3.194
O -10.502 -4.513 -4.101
P -9.594 -3.134 -3.826
O -8.295 -3.846 -3.560
O -10.376 -2.739 -2.456
C -11.800 -2.565 -2.503
O -8.864 -1.619 -3.891
C -8.165 -1.295 -5.101
H -11.194 -6.221 -3.243
H -9.438 -6.178 -3.498
H -10.175 -5.241 -2.172
H -12.281 -3.413 -2.015
H -12.172 -2.486 -3.524
H -12.054 -1.655 -1.962
H -8.845 -1.299 -5.952
H -7.352 -2.005 -5.263
H -7.750 -0.296 -4.991
```

Computed properties:
- Maximum force: 8.441 eV/Å
- SMILES: C/C(Br)=C(\Br)[C@@H]1O[C@H](SCC(=O)OC[C@@H](C)OC(=O)CS)[C@@H](CC(=O)Br)[C@@]1(N)O.COP(=O)(OC)OC.COP(=O)(OC)OC.COP(=O)(OC)OC.COP(=O)(OC)OC
- E_LUMO: -2.02 eV
- DFT total energy: -347506.020 eV
- Orbital gap: 6.731 eV
- Highest occupied orbital energy: -8.75 eV
- Energy relative to the best compared isomer or geometry (same formula, charge and spin): 0.0 kcal per mole

Mulliken population analysis, charges in e, atoms 1 to 99: atom 1 (C): -1.386, atom 2 (C): 0.735, atom 3 (Br): -0.128, atom 4 (C): -0.593, atom 5 (Br): -0.055, atom 6 (C): 0.269, atom 7 (O): -0.324, atom 8 (C): -0.292, atom 9 (S): -0.347, atom 10 (C): -0.187, atom 11 (C): 0.450, atom 12 (O): -0.460, atom 13 (O): -0.365, atom 14 (C): -1.129, atom 15 (C): 2.031, atom 16 (C): -1.492, atom 17 (O): -0.434, atom 18 (C): 0.271, atom 19 (O): -0.563, atom 20 (C): -0.102, atom 21 (S): -0.248, atom 22 (C): 0.625, atom 23 (C): -0.850, atom 24 (C): 0.274, atom 25 (O): -0.487, atom 26 (Br): -0.202, atom 27 (C): -0.132, atom 28 (N): 0.867, atom 29 (O): -0.620, atom 30 (H): 0.355, atom 31 (H): 0.382, atom 32 (H): 0.312, atom 33 (H): 0.489, atom 34 (H): 0.509, atom 35 (H): -0.062, atom 36 (H): 0.586, atom 37 (H): 0.447, atom 38 (H): 0.451, atom 39 (H): -0.744, atom 40 (H): 0.305, atom 41 (H): 0.454, atom 42 (H): 0.283, atom 43 (H): 0.483, atom 44 (H): 0.182, atom 45 (H): 0.119, atom 46 (H): -0.198, atom 47 (H): 0.648, atom 48 (H): 0.227, atom 49 (H): -0.431, atom 50 (H): -0.174, atom 51 (H): 0.354, atom 52 (C): -0.460, atom 53 (O): -0.370, atom 54 (P): 1.093, atom 55 (O): -0.668, atom 56 (O): -0.358, atom 57 (C): -0.644, atom 58 (O): -0.260, atom 59 (C): -0.729, atom 60 (H): -0.128, atom 61 (H): 0.344, atom 62 (H): 0.350, atom 63 (H): 0.226, atom 64 (H): 0.322, atom 65 (H): 0.272, atom 66 (H): 0.309, atom 67 (H): 0.329, atom 68 (H): 0.235, atom 69 (C): -0.389, atom 70 (O): -0.448, atom 71 (P): 1.071, atom 72 (O): -0.513, atom 73 (O): -0.365, atom 74 (C): -0.690, atom 75 (O): -0.277, atom 76 (C): -0.701, atom 77 (H): 0.315, atom 78 (H): -0.028, atom 79 (H): 0.339, atom 80 (H): 0.244, atom 81 (H): 0.329, atom 82 (H): 0.271, atom 83 (H): 0.310, atom 84 (H): 0.307, atom 85 (H): 0.246, atom 86 (C): -0.618, atom 87 (O): -0.434, atom 88 (P): 1.164, atom 89 (O): -0.662, atom 90 (O): -0.314, atom 91 (C): -0.692, atom 92 (O): -0.246, atom 93 (C): -0.738, atom 94 (H): 0.246, atom 95 (H): 0.236, atom 96 (H): 0.324, atom 97 (H): 0.250, atom 98 (H): 0.333, atom 99 (H): 0.264

This record from the Open Molecules 2025 dataset describes a cluster of 8 separate species, C28H58NO15S6 in total. The level of theory is the ωB97M-V functional and the def2-TZVPD basis.

Structure (XYZ):
```
108
Properties=species:S:1:pos:R:3
N 8.508 11.411 10.160
H 8.741 11.459 9.306
H 9.257 11.780 10.575
H 8.321 10.535 10.499
H 7.718 11.970 10.346
C 12.672 16.218 7.110
C 12.848 14.584 7.237
C 13.874 14.095 8.181
O 13.229 13.213 9.007
C 11.954 12.995 8.537
O 11.149 12.168 9.017
O 11.706 13.880 7.633
H 11.705 16.441 6.614
H 13.603 16.512 6.833
H 12.396 16.970 7.984
H 13.093 14.054 6.317
H 14.195 14.802 8.839
H 14.906 13.509 7.900
C 5.636 15.495 7.122
C 5.775 15.052 5.640
C 6.699 13.853 5.595
S 7.843 14.117 6.833
O 9.049 14.612 6.281
O 8.051 12.937 7.618
C 6.944 15.283 7.777
H 4.810 14.973 7.563
H 5.254 16.579 7.043
H 6.451 15.795 5.229
H 5.190 14.884 4.985
H 7.403 13.629 4.842
H 6.098 12.908 5.650
H 7.356 16.150 7.750
H 6.655 14.786 8.868
C 4.526 15.660 12.583
C 4.194 14.530 11.457
C 4.757 13.288 12.119
S 6.065 13.704 13.244
O 7.393 13.246 12.863
O 5.622 13.412 14.574
C 5.983 15.472 13.067
H 3.960 15.582 13.352
H 4.237 16.671 12.285
H 4.646 14.847 10.552
H 3.191 14.388 11.131
H 5.291 12.709 11.290
H 3.973 12.793 12.762
H 6.930 15.756 12.237
H 6.304 15.717 14.114
C 9.488 5.894 8.786
C 9.040 6.369 10.035
C 10.260 7.240 10.623
S 10.689 8.150 9.243
O 12.149 8.475 9.307
O 9.750 9.259 8.984
C 10.410 6.945 8.124
H 8.577 5.479 8.200
H 9.934 4.965 8.783
H 8.796 5.576 10.914
H 8.177 7.032 9.924
H 11.269 6.693 10.750
H 9.976 7.745 11.544
H 11.458 6.481 7.754
H 10.008 7.570 7.259
C 11.534 14.987 12.313
C 11.928 16.302 11.596
C 10.843 16.378 10.437
S 9.368 15.707 11.124
O 8.921 14.628 10.398
O 8.463 16.872 11.269
C 10.092 15.241 12.708
H 11.972 14.917 13.203
H 11.798 14.036 11.584
H 12.891 16.102 11.034
H 11.881 17.235 12.186
H 11.202 15.765 9.643
H 10.754 17.263 10.042
H 9.591 14.312 13.082
H 9.881 16.002 13.546
C 5.770 8.367 8.128
C 4.267 8.339 8.139
C 3.685 9.732 8.321
S 5.103 10.836 8.384
O 5.636 10.980 9.697
O 4.791 12.026 7.570
C 6.101 9.775 7.568
H 6.213 7.645 7.494
H 6.297 8.340 9.120
H 3.886 7.705 8.918
H 3.656 8.069 7.230
H 2.902 9.862 9.249
H 3.207 9.923 7.368
H 7.279 10.125 7.712
H 5.944 10.051 6.550
C 14.126 9.591 13.185
C 14.277 10.467 11.854
C 13.334 11.601 12.060
S 11.820 10.930 12.860
O 10.947 10.345 11.878
O 11.264 11.772 13.912
C 12.728 9.723 13.744
H 14.865 10.310 13.718
H 14.451 8.553 13.040
H 13.833 9.803 10.982
H 15.323 10.558 11.768
H 13.220 12.197 11.259
H 13.796 12.290 12.844
H 12.357 8.751 13.662
H 12.719 10.000 14.861
```

Computed properties:
- Maximum force: 12.599 eV/Å
- E_LUMO: -1.71 eV
- DFT total energy: -127172.138 eV
- Orbital gap: 10.161 eV
- Highest occupied orbital energy: -11.87 eV
- Net charge: +1
- Energy relative to the best compared isomer or geometry (same formula, charge and spin): 22.6 kcal per mole

Mulliken population analysis, charges in e, atoms 1 to 99: atom 1 (N): 0.705, atom 2 (H): 0.317, atom 3 (H): -0.218, atom 4 (H): 0.340, atom 5 (H): -0.050, atom 6 (C): -1.336, atom 7 (C): 0.388, atom 8 (C): -0.773, atom 9 (O): -0.260, atom 10 (C): 0.286, atom 11 (O): -0.162, atom 12 (O): -0.162, atom 13 (H): 0.310, atom 14 (H): 0.562, atom 15 (H): 0.196, atom 16 (H): 0.486, atom 17 (H): 0.374, atom 18 (H): 0.172, atom 19 (C): -0.730, atom 20 (C): -1.741, atom 21 (C): -0.390, atom 22 (S): 1.111, atom 23 (O): -0.709, atom 24 (O): -0.519, atom 25 (C): -0.307, atom 26 (H): 0.218, atom 27 (H): 0.365, atom 28 (H): 0.314, atom 29 (H): 1.160, atom 30 (H): 0.642, atom 31 (H): 0.010, atom 32 (H): 0.882, atom 33 (H): -0.359, atom 34 (C): -1.417, atom 35 (C): -0.438, atom 36 (C): 0.226, atom 37 (S): 0.873, atom 38 (O): -0.449, atom 39 (O): -0.720, atom 40 (C): -0.058, atom 41 (H): 0.595, atom 42 (H): 0.505, atom 43 (H): -0.085, atom 44 (H): 0.519, atom 45 (H): -0.450, atom 46 (H): 0.457, atom 47 (H): -0.151, atom 48 (H): 0.502, atom 49 (C): -0.646, atom 50 (C): -0.031, atom 51 (C): -0.757, atom 52 (S): 1.234, atom 53 (O): -0.841, atom 54 (O): -0.637, atom 55 (C): -0.638, atom 56 (H): 0.313, atom 57 (H): 0.403, atom 58 (H): 0.334, atom 59 (H): -0.099, atom 60 (H): 0.340, atom 61 (H): 0.375, atom 62 (H): 0.279, atom 63 (H): 0.312, atom 64 (C): 0.040, atom 65 (C): -0.798, atom 66 (C): -0.629, atom 67 (S): 1.064, atom 68 (O): 0.021, atom 69 (O): -0.916, atom 70 (C): -0.656, atom 71 (H): 0.794, atom 72 (H): -0.673, atom 73 (H): 0.299, atom 74 (H): 0.375, atom 75 (H): -0.475, atom 76 (H): 1.010, atom 77 (H): 0.288, atom 78 (H): 0.367, atom 79 (C): -0.188, atom 80 (C): -0.821, atom 81 (C): -0.621, atom 82 (S): 1.275, atom 83 (O): -0.756, atom 84 (O): -0.761, atom 85 (C): -0.610, atom 86 (H): 0.504, atom 87 (H): 0.024, atom 88 (H): 0.332, atom 89 (H): 0.276, atom 90 (H): 0.276, atom 91 (H): 0.394, atom 92 (H): 0.014, atom 93 (H): 0.558, atom 94 (C): -0.508, atom 95 (C): -0.660, atom 96 (C): 0.217, atom 97 (S): 1.157, atom 98 (O): -0.467, atom 99 (O): -0.740